{"formula": "C5H11FSi", "method": "ωB97M-V/def2-TZVPD", "energy_ha": -586.39570, "e_above_lowest_kcal_mol": 57.2, "homo_ev": -8.7, "multiplicity": 1, "mol_weight_g_mol": 118.2, "elements": ["H", "H", "H", "C", "C", "H", "H", "F", "H", "C", "C", "H", "H", "H", "Si", "H", "H", "C"], "coordinates": [[-0.3476, -0.6522, 1.8072], [1.2197, -2.0913, 3.3394], [1.3945, 1.3696, -2.3790], [1.2137, -1.0473, 3.2686], [0.6499, -0.4684, 1.9767], [-2.7758, 0.3573, -2.2410], [-2.8056, -0.3336, -0.5063], [-0.9818, 2.4168, -0.7418], [-0.0804, 1.6721, -3.2814], [1.1094, -0.0853, 0.7978], [0.4877, 1.0094, -2.7338], [2.1304, 0.0626, 0.5846], [-1.8639, -1.2964, -1.7014], [2.3103, -0.7921, 3.3969], [-0.5706, 0.8510, -1.0793], [0.6326, -0.6796, 4.0069], [0.4342, -0.0801, -3.1205], [-2.1568, -0.2126, -1.3934]]}


{"formula": "C5H11GeOOsSe3Te", "method": "ωB97M-V/def2-TZVPD", "energy_ha": -9911.97633, "e_above_lowest_kcal_mol": 45.6, "homo_ev": [-12.2, -12.3], "multiplicity": 1, "total_charge": 1, "mol_weight_g_mol": 714.5, "elements": ["H", "H", "C", "H", "Te", "Ge", "H", "C", "C", "H", "C", "H", "H", "Os", "H", "Se", "Se", "O", "H", "C", "H", "H", "Se"], "coordinates": [[-0.9978, 0.1741, -2.8727], [0.6650, 1.7913, 0.9005], [2.1766, 1.0891, -1.8394], [2.1144, -1.0620, 0.8258], [-0.4180, -0.8190, 5.2815], [0.7639, 0.0786, -1.0218], [-0.1005, -1.3510, -2.9059], [-0.5630, -0.6103, -2.2511], [-0.1432, 1.3652, 0.3038], [-1.3572, -1.1067, -1.6987], [1.4858, -1.4148, 0.0047], [2.8500, 1.4858, -1.0785], [-0.6103, 2.1597, -0.2746], [-1.3407, 0.1986, 1.4542], [1.7760, 1.9152, -2.4277], [0.4444, -0.1586, 3.1292], [-2.8532, -1.2054, 4.8474], [-3.4063, 0.7098, -0.7134], [0.6715, -2.0140, 0.4092], [-2.6365, 0.5199, 0.0952], [2.7356, 0.4198, -2.4966], [2.0976, -2.0626, -0.6273], [-3.3541, -0.1026, 2.9561]]}


{"formula": "C5H11IO2S", "method": "ωB97M-V/def2-TZVPD", "energy_ha": -1043.41092, "e_above_lowest_kcal_mol": 9.8, "homo_ev": -9.7, "multiplicity": 1, "mol_weight_g_mol": 262.1, "elements": ["C", "O", "C", "S", "H", "H", "H", "H", "H", "H", "I", "H", "H", "H", "H", "O", "H", "C", "C", "C"], "coordinates": [[-0.2290, -0.9715, 0.6851], [-1.1159, 2.0391, -1.6759], [-0.1625, 1.5753, 1.1561], [-1.1809, 0.7324, -1.2273], [-0.9729, 1.4062, 1.9129], [1.6832, 1.4776, -0.9160], [-1.3045, -0.9860, 0.6674], [-0.4483, -2.8482, -0.2601], [0.7723, 1.6385, 1.8154], [-0.1244, 2.6073, 0.6453], [-3.3534, 0.4022, -0.1497], [0.8259, -1.7699, -1.0147], [2.2235, -0.0080, 0.0274], [0.1907, -1.0767, 1.7479], [1.0253, -2.6790, 0.7113], [-1.2188, -0.3118, -2.1909], [1.5271, -0.0789, -1.4722], [1.4480, 0.5179, -0.5800], [0.3181, -2.1387, -0.1132], [0.0966, 0.4723, 0.2311]]}


{"formula": "C5H11N", "method": "ωB97M-V/def2-TZVPD", "energy_ha": -251.72542, "e_above_lowest_kcal_mol": 46.6, "homo_ev": [1.4, -5.1], "multiplicity": 2, "total_charge": -1, "mol_weight_g_mol": 85.1, "elements": ["C", "H", "H", "H", "H", "H", "C", "C", "H", "C", "H", "H", "H", "H", "H", "C", "N"], "coordinates": [[2.1827, -1.3074, -1.6528], [-1.0166, 0.8987, 2.1533], [0.2005, 1.9728, 0.2873], [-1.5450, -0.7476, 1.9296], [-2.6585, 0.5903, 1.8570], [0.0288, 1.3101, -1.2897], [1.0204, -0.1884, 0.0678], [-1.6692, 0.2597, 1.5376], [3.2160, -1.1969, -1.3979], [-1.4402, 0.3404, 0.0418], [0.6953, -0.9150, 0.9515], [-1.6186, -0.6057, -0.5169], [1.8852, 0.1357, 0.4152], [1.8956, -1.7225, -2.6362], [-2.2668, 1.0398, -0.3521], [-0.0281, 1.0136, -0.1911], [1.1185, -0.8776, -1.2042]]}


{"formula": "C5H11N", "method": "ωB97M-V/def2-TZVPD", "energy_ha": -251.73384, "e_above_lowest_kcal_mol": 41.3, "homo_ev": [1.6, -3.3], "multiplicity": 2, "total_charge": -1, "mol_weight_g_mol": 85.1, "elements": ["H", "H", "H", "H", "C", "H", "C", "H", "H", "H", "N", "H", "H", "C", "H", "C", "C"], "coordinates": [[-2.5645, 2.8118, 0.9734], [-0.1666, -0.7552, -1.8586], [2.3450, -1.3293, -1.3050], [-2.4937, 0.9126, 1.4640], [-1.9578, 1.8382, 1.1017], [-0.6229, -0.4245, 0.8259], [-0.5220, 0.2578, 0.0034], [-1.2564, 2.1457, -0.8749], [0.9133, -2.8507, -0.0625], [2.3998, -0.3270, 0.0269], [1.5339, -2.1392, 0.3785], [-1.3040, 1.9878, 1.8411], [0.9982, -1.8174, 1.1729], [0.3882, -0.2434, -1.0751], [0.7616, 0.7289, -1.4820], [-1.1866, 1.4098, -0.0932], [1.6538, -0.9471, -0.4987]]}


{"formula": "C5H11N", "method": "ωB97M-V/def2-TZVPD", "energy_ha": -251.80612, "e_above_lowest_kcal_mol": 35.4, "homo_ev": -8.7, "multiplicity": 1, "mol_weight_g_mol": 85.2, "elements": ["N", "H", "H", "H", "H", "H", "C", "H", "C", "C", "C", "C", "H", "H", "H", "H", "H"], "coordinates": [[-0.8634, -0.0841, -0.4485], [0.4309, -0.5512, 1.2468], [-0.6573, 1.4846, 0.9751], [1.7624, -0.6985, -1.6482], [0.1984, -1.8426, 0.0647], [2.5917, 0.2987, 1.2483], [-2.1246, -0.5821, 0.0119], [-1.4946, 1.9090, -0.5635], [1.6271, -0.4481, -0.5355], [0.3161, -0.7761, 0.1182], [-0.6707, 1.3356, -0.1163], [2.6130, 0.0788, 0.1599], [-2.1703, -1.6439, -0.1538], [-2.4307, -0.3778, 1.0995], [0.3175, 1.6503, -0.5486], [-2.9363, -0.1378, -0.5818], [3.4907, 0.3854, -0.3283]]}


{"formula": "C5H11N", "method": "ωB97M-V/def2-TZVPD", "energy_ha": -251.64598, "e_above_lowest_kcal_mol": 135.9, "homo_ev": -6.3, "multiplicity": 1, "mol_weight_g_mol": 85.1, "elements": ["C", "C", "H", "H", "N", "H", "H", "C", "H", "H", "C", "H", "H", "H", "H", "H", "C"], "coordinates": [[-0.0799, -1.8528, 0.5721], [0.5332, 0.4217, 1.2607], [1.5348, 0.2935, -1.3366], [-0.7456, 1.8268, 1.8693], [-0.7936, 1.0432, 1.2116], [-0.1232, -2.6752, -0.1432], [-1.4608, 0.6377, -1.9403], [-0.5404, 0.9707, -1.4452], [1.3874, 1.1047, 1.0804], [-0.7958, 1.3406, -0.1693], [0.4870, -0.6105, 0.1802], [0.7566, -0.0133, 2.2468], [0.0249, -2.2355, 1.5806], [-0.9889, -1.0997, 0.3383], [0.4237, -0.8235, -2.0235], [-0.1604, 1.7763, -2.0766], [0.5409, -0.1048, -1.2052]]}


{"formula": "C5H11N", "method": "ωB97M-V/def2-TZVPD", "energy_ha": -251.52973, "e_above_lowest_kcal_mol": 208.8, "homo_ev": -6.3, "multiplicity": 1, "mol_weight_g_mol": 85.1, "elements": ["C", "N", "H", "C", "H", "H", "H", "C", "C", "H", "H", "C", "H", "H", "H", "H", "H"], "coordinates": [[-0.6010, -0.4307, -0.3028], [-1.5626, -1.1362, 0.4171], [-0.0277, 1.3083, 0.8925], [1.4104, 0.9163, -0.7542], [1.4949, -1.0460, 1.6260], [-1.7529, 0.0992, -0.0341], [1.5307, 0.6296, 2.1036], [0.5333, 0.3173, 0.2128], [-0.9139, -0.5374, -1.8051], [0.7879, 1.8124, -1.1909], [-1.3001, -1.5536, -1.9231], [0.8520, -0.1542, 1.7324], [0.0562, -0.3447, -2.2682], [2.1695, 1.6012, -0.3762], [-1.1336, -1.5422, 1.2542], [0.0765, -0.1748, 2.4899], [-1.6196, 0.2354, -2.0741]]}


{"formula": "C5H11N", "method": "ωB97M-V/def2-TZVPD", "energy_ha": -251.73258, "e_above_lowest_kcal_mol": 81.5, "homo_ev": -7.2, "multiplicity": 1, "mol_weight_g_mol": 85.1, "elements": ["C", "H", "C", "H", "H", "H", "C", "C", "H", "H", "N", "C", "H", "H", "H", "H", "H"], "coordinates": [[1.7669, -0.9055, -0.4347], [1.2597, -1.8768, -0.4700], [0.0256, 0.4461, 1.6394], [-1.9414, -0.1487, -1.1733], [-2.1589, -0.7412, 0.5011], [-0.2263, 2.3699, 0.5055], [-1.4425, -0.6099, -0.3118], [0.8218, 0.2394, -0.7620], [2.1496, -0.7545, 0.5780], [-0.6899, -0.1785, 2.1960], [-0.3400, 0.2361, 0.1534], [-0.7315, 1.4689, 0.8622], [1.3327, 1.1962, -0.6343], [-1.0517, -1.5888, -0.6042], [0.4503, 0.1852, -1.7943], [2.5951, -0.9334, -1.1497], [-1.8195, 1.5958, 0.8987]]}


{"formula": "C5H11N", "method": "ωB97M-V/def2-TZVPD", "energy_ha": -251.84818, "e_above_lowest_kcal_mol": 9.0, "homo_ev": -8.7, "multiplicity": 1, "mol_weight_g_mol": 85.1, "elements": ["H", "H", "H", "H", "C", "C", "H", "H", "N", "H", "H", "C", "C", "H", "C", "H", "H"], "coordinates": [[-0.6576, -0.3173, 2.4316], [1.3038, 1.8835, -0.5150], [-0.6411, -1.3024, -1.5848], [1.8288, 0.4645, -1.5397], [1.1471, 0.8401, -0.7826], [-0.2138, -0.8730, 0.4275], [-0.3082, 0.7833, -2.4337], [-0.8803, 1.4953, -0.9309], [-0.8114, -0.5868, -0.8918], [1.9574, -0.7030, 0.3577], [0.0686, -1.9114, 0.5258], [1.0949, -0.0489, 0.5088], [-1.2168, -0.4368, 1.5010], [-1.5768, 0.5580, 1.2322], [-0.2918, 0.6916, -1.3494], [1.2225, 0.5966, 1.3738], [-2.0253, -1.1333, 1.6694]]}